[1]
5 unconnected molecules or ions with the total composition CH13N3O4, computed with the ωB97M-V functional and the def2-TZVPD basis.

F_max (eV/A): 5.2
ΔE to the lowest compared entry with this formula, charge and spin (kcal per mole): 32.1
HOMO energy (hartree): -0.366
HOMO-LUMO gap (eV): 10.36
SMILES: N=C(N)N.O.O.O.O
Calculated total energy (eV): -13907.8139

Each line ends with the natural charge from an NBO analysis.
Positions of all 21 atoms, in Å:
1 N -3.7902 0.9399 1.9745  -0.87
2 C -2.4339 0.6348 1.3973  0.60
3 N -2.5601 -0.4222 0.5123  -0.82
4 N -1.4059 1.3538 1.5844  -0.80
5 H -4.5307 0.5242 1.5438  0.36
6 H -3.7806 0.7146 2.9613  0.38
7 H -1.7564 -0.8076 0.0069  0.41
8 H -3.3402 -1.0044 0.6370  0.39
9 H -1.5811 2.2083 2.0790  0.37
10 H 1.0698 0.9267 0.8830  0.49
11 H 1.2455 1.9474 0.0404  0.48
12 O 1.6565 1.0525 0.0824  -0.96
13 H 2.9069 -1.6304 0.3712  0.48
14 H 1.4807 -1.0664 -0.2409  0.50
15 O 2.2232 -1.7424 -0.2112  -0.98
16 H 3.6281 -0.5325 -2.0515  0.47
17 H 4.3086 -1.7687 -2.5972  0.47
18 O 4.4411 -0.8281 -2.5132  -0.94
19 H 1.3219 -0.5889 -2.4777  0.47
20 H 0.4684 0.3898 -1.6234  0.48
21 O 0.4283 -0.3005 -2.3583  -0.96


[2]
4 unconnected molecules or ions with the total composition C3H12O4, computed with the ωB97M-V functional and the def2-TZVPD basis.

F_max (eV/A): 0.9
ΔE to the lowest compared entry with this formula, charge and spin (kcal per mole): 16.3
HOMO energy (hartree): -0.327
HOMO-LUMO gap (eV): 9.18
SMILES: C=C(C)O.O.O.O
Calculated total energy (eV): -11495.0541

Each line ends with the natural charge from an NBO analysis.
Positions of all 19 atoms, in Å:
1 C 0.8530 -1.5392 -1.7095  -0.50
2 C 0.8856 -0.3956 -1.0531  0.32
3 O 0.1545 -0.2711 0.0929  -0.74
4 C 1.5822 0.8555 -1.5002  -0.68
5 H 1.3922 -1.7053 -2.6251  0.20
6 H 0.3838 -2.4043 -1.2692  0.21
7 H 0.5059 0.3786 0.7320  0.51
8 H 1.0331 1.7287 -1.1597  0.22
9 H 2.6146 0.8724 -1.1771  0.22
10 H 1.5868 0.9655 -2.5856  0.23
11 H -0.8291 -2.9203 2.1218  0.46
12 H -0.6594 -1.5849 1.4052  0.48
13 O -1.3260 -2.2543 1.6331  -0.95
14 H 0.8563 1.4937 3.3086  0.49
15 H -0.2451 0.5370 2.9324  0.48
16 O 0.4433 1.0910 2.5284  -0.96
17 H -2.3564 1.4140 -0.4474  0.47
18 H -3.8651 1.6689 -0.5098  0.47
19 O -3.0104 2.0697 -0.7177  -0.94


[3]
A single C9H16N4O5 molecule, computed with the ωB97M-V functional and the def2-TZVPD basis.

F_max (eV/A): 3.7
ΔE to the lowest compared entry with this formula, charge and spin (kcal per mole): 25.3
HOMO energy (hartree): -0.348
HOMO-LUMO gap (eV): 9.98
SMILES: NC(=O)CC[C@H](NC(=O)[C@@H](N)CC(N)=O)C(=O)O
Calculated total energy (eV): -25792.1414

Each line ends with the natural charge from an NBO analysis.
Positions of all 34 atoms, in Å:
1 C 1.3127 0.4690 2.1375  -0.15
2 C 1.6608 -0.3134 0.9030  0.67
3 C 0.6513 -0.5089 3.0939  -0.51
4 C -0.7674 -0.7835 2.5092  0.72
5 C 1.0940 -0.3954 -1.4355  -0.16
6 C 1.0065 0.5248 -2.6381  0.80
7 C -0.1102 -1.4099 -1.3658  -0.40
8 C -1.4444 -0.9501 -0.8916  -0.51
9 C -1.8879 0.4726 -1.3335  0.67
10 H 1.0601 2.4811 2.3406  0.37
11 H -0.3375 1.6056 2.3724  0.40
12 H 2.2529 0.6786 2.5254  0.22
13 H 0.5869 -0.0605 4.0614  0.23
14 H 1.2445 -1.4714 3.1664  0.26
15 H -1.9751 -2.1940 1.9578  0.39
16 H -0.3624 -2.7653 2.0679  0.42
17 H 0.7071 1.1106 0.0277  0.45
18 H 2.0591 -0.9506 -1.6951  0.26
19 H 0.1469 -2.1561 -0.6368  0.22
20 H -0.2089 -1.8231 -2.4062  0.24
21 H -1.5171 -1.0705 0.1988  0.20
22 H -2.1599 -1.6077 -1.3390  0.24
23 H -2.3872 2.2825 -0.4284  0.40
24 H -1.9376 0.9496 0.6721  0.42
25 H 0.9146 2.4063 -3.0810  0.51
26 N 0.5384 1.7362 1.8614  -0.85
27 N -1.0710 -2.1110 2.3798  -0.81
28 N 1.2337 0.3040 -0.2027  -0.62
29 N -2.2181 1.2661 -0.2716  -0.85
30 O 2.0422 -1.4792 1.0151  -0.67
31 O -1.4765 0.1561 2.2548  -0.66
32 O 0.9670 0.1846 -3.7785  -0.58
33 O -2.1123 0.7692 -2.4776  -0.62
34 O 1.0095 1.8176 -2.2696  -0.70


[4]
A molecular structure, C38H32BCl2F4MnOP2S3, computed with the ωB97M-V functional and the def2-TZVPD basis.

F_max (eV/A): 2.8
⟨S²⟩: 6.24
ΔE to the lowest compared entry with this formula, charge and spin (kcal per mole): 46.6
HOMO energy (spin up / spin down) (hartree): -0.278 / -0.281
HOMO-LUMO gap (spin up / spin down) (eV): 5.74 / 7.44
2S+1: 5
Calculated total energy (eV): -160974.7152

Each line ends with the Löwdin spin population.
Positions of all 84 atoms, in Å:
1 Mn -1.0819 -1.2094 1.7108  4.06
2 S 0.2023 2.8691 0.5086  0.00
3 P 1.2145 1.1909 0.3844  -0.01
4 C 0.4130 -0.3986 0.6543  -0.13
5 P 1.1536 -1.8516 0.0017  0.01
6 S -0.2855 -3.1865 0.5491  -0.08
7 C 2.7151 -2.4672 0.7221  0.01
8 C 3.6668 -1.6157 1.2677  0.00
9 C 4.8341 -2.1332 1.8108  0.00
10 C 5.0514 -3.5017 1.8175  0.00
11 C 4.0927 -4.3584 1.2929  0.00
12 C 2.9283 -3.8464 0.7466  0.00
13 C 1.3397 -2.1153 -1.7940  0.00
14 C 2.4323 -2.7631 -2.3577  0.00
15 C 2.4234 -3.0648 -3.7116  0.00
16 C 1.3344 -2.7218 -4.4972  0.00
17 C 0.2469 -2.0661 -3.9355  0.00
18 C 0.2483 -1.7662 -2.5841  0.00
19 C 2.5477 1.4282 1.6012  0.01
20 C 2.3569 0.9828 2.9057  0.00
21 C 3.3002 1.2839 3.8758  0.00
22 C 4.4280 2.0222 3.5446  0.00
23 C 4.6133 2.4716 2.2440  0.00
24 C 3.6644 2.1922 1.2726  0.00
25 C 2.0279 1.1531 -1.2479  -0.01
26 C 1.3128 1.6975 -2.3111  0.00
27 C 1.8538 1.7037 -3.5844  0.00
28 C 3.1245 1.1862 -3.7969  0.00
29 C 3.8412 0.6492 -2.7401  0.00
30 C 3.2915 0.6170 -1.4666  0.00
31 H 3.4943 -0.5521 1.2873  0.00
32 H 5.5672 -1.4583 2.2336  0.00
33 H 5.9636 -3.9024 2.2403  0.00
34 H 4.2500 -5.4291 1.3145  0.00
35 H 2.1691 -4.5063 0.3453  0.00
36 H 3.2816 -3.0362 -1.7450  0.00
37 H 3.2708 -3.5754 -4.1513  0.00
38 H 1.3333 -2.9670 -5.5518  0.00
39 H -0.6023 -1.7954 -4.5504  0.00
40 H -0.5914 -1.2639 -2.1185  0.00
41 H 1.4788 0.3960 3.1513  0.00
42 H 3.1486 0.9431 4.8919  0.00
43 H 5.1576 2.2679 4.3059  0.00
44 H 5.4920 3.0484 1.9840  0.00
45 H 3.7770 2.5677 0.2638  0.00
46 H 0.3371 2.1259 -2.1182  0.00
47 H 1.2904 2.1280 -4.4063  0.00
48 H 3.5598 1.2051 -4.7883  0.00
49 H 4.8379 0.2583 -2.9030  0.00
50 H 3.8581 0.1848 -0.6508  0.00
51 O -2.8377 -0.0866 1.0378  0.04
52 S -2.8614 1.3638 0.6072  0.01
53 C -4.5540 1.9211 0.8397  0.00
54 C -5.6662 1.1150 0.6687  0.00
55 C -6.9249 1.6713 0.8352  0.00
56 C -7.0577 3.0159 1.1600  0.00
57 C -5.9346 3.8119 1.3344  0.00
58 C -4.6706 3.2603 1.1861  0.00
59 C -2.9684 1.2538 -1.1871  0.00
60 C -2.9224 0.0112 -1.7904  0.00
61 C -2.9422 -0.0665 -3.1774  0.00
62 C -3.0079 1.0926 -3.9353  0.00
63 C -3.0630 2.3352 -3.3147  0.00
64 C -3.0355 2.4216 -1.9330  0.00
65 H -5.5451 0.0717 0.3990  0.00
66 H -7.8041 1.0533 0.7085  0.00
67 H -8.0437 3.4451 1.2807  0.00
68 H -6.0371 4.8561 1.5975  0.00
69 H -3.7747 3.8533 1.3313  0.00
70 H -2.8617 -0.8786 -1.1760  0.00
71 H -2.9059 -1.0339 -3.6620  0.00
72 H -3.0078 1.0339 -5.0164  0.00
73 H -3.1214 3.2391 -3.9067  0.00
74 H -3.0422 3.3820 -1.4340  0.00
75 Cl -4.7545 -2.5490 0.7005  0.00
76 C -4.3590 -2.1163 2.3689  0.01
77 Cl -2.6565 -2.4364 2.7521  0.03
78 H -4.9556 -2.7336 3.0284  0.00
79 H -4.5457 -1.0582 2.5078  0.00
80 F -1.3273 1.2681 5.0334  0.00
81 B -0.9144 -0.0293 4.9729  0.00
82 F -0.6549 -0.2822 3.4278  0.05
83 F 0.2910 -0.2825 5.5557  0.00
84 F -1.8987 -0.9434 5.2822  0.00


[5]
A molecular structure, C3H2HgO4, computed with the ωB97M-V functional and the def2-TZVPD basis.

F_max (eV/A): 2.8
⟨S²⟩: 0.75
ΔE to the lowest compared entry with this formula, charge and spin (kcal per mole): 22.4
HOMO energy (spin up / spin down) (hartree): -0.104 / -0.104
HOMO-LUMO gap (spin up / spin down) (eV): 5.36 / 2.75
2S+1: 2
Charge: -1
Calculated total energy (eV): -15506.7212

Each line ends with the natural charge from an NBO analysis.
Positions of all 10 atoms, in Å:
1 C 2.1495 1.4986 0.0266  -0.96
2 C 1.7620 2.7146 0.0168  0.49
3 O 1.2245 3.7900 -0.0151  -0.69
4 H 3.1523 1.0809 0.0548  0.20
5 O 0.0450 -1.6205 -0.2140  -0.71
6 C -1.2537 -1.6433 -0.0006  0.96
7 O -1.9369 -0.5751 -0.0215  -0.79
8 O -1.8165 -2.7715 0.1325  -0.81
9 Hg -3.8630 -1.8076 0.1344  0.75
10 H 0.5367 -0.6660 -0.1139  0.56


[6]
A molecular structure, C2H3BrClNO, computed with the ωB97M-V functional and the def2-TZVPD basis.

F_max (eV/A): 4.1
⟨S²⟩: 2.01
ΔE to the lowest compared entry with this formula, charge and spin (kcal per mole): 10.6
HOMO energy (spin up / spin down) (hartree): -0.191 / -0.394
HOMO-LUMO gap (spin up / spin down) (eV): 5.59 / 9.21
2S+1: 3
Calculated total energy (eV): -88219.6341

Each line ends with the natural charge from an NBO analysis.
Positions of all 9 atoms, in Å:
1 C 0.1040 -0.8387 -1.1451  0.58
2 C -0.9183 0.2194 1.1201  -0.31
3 N 1.1423 -0.1312 -0.8855  -0.86
4 O -0.6699 -1.6475 -1.5022  -0.53
5 Cl -2.0058 1.3389 0.3147  0.03
6 Br 0.7388 0.9333 1.6591  0.12
7 H -1.4295 -0.1733 2.1048  0.22
8 H 1.0957 0.7326 -0.2517  0.39
9 H 1.9427 -0.4334 -1.4143  0.35


[7]
2 unconnected molecules or ions with the total composition C8H15BrN2O2, computed with the ωB97M-V functional and the def2-TZVPD basis.

F_max (eV/A): 6.7
ΔE to the lowest compared entry with this formula, charge and spin (kcal per mole): 0.0
HOMO energy (hartree): -0.204
HOMO-LUMO gap (eV): 5.18
Calculated total energy (eV): -85649.7196

Each line ends with the natural charge from an NBO analysis.
Positions of all 28 atoms, in Å:
1 C -2.7375 -1.0254 -1.4746  -0.28
2 O -2.1187 -1.9685 -0.5698  -0.51
3 C -0.8761 -2.4785 -1.1001  -0.10
4 C 0.2931 -1.5826 -0.4790  0.15
5 C -0.0792 -0.3982 0.4309  -0.01
6 N 1.2455 0.1305 0.7208  -0.34
7 C 1.1819 1.3512 1.5879  -0.27
8 C 0.5125 2.6258 0.8577  -0.25
9 C 0.6465 2.6191 -0.7415  -0.66
10 Br -1.4241 2.8648 1.3077  0.02
11 C 2.3526 -0.5760 0.1635  0.17
12 N 1.7288 -1.6513 -0.5963  -0.50
13 H -2.9266 -1.4732 -2.5087  0.18
14 H -2.1482 -0.0383 -1.5617  0.17
15 H -3.7771 -0.7660 -1.0433  0.22
16 H -0.7876 -3.5720 -0.7470  0.23
17 H -0.9392 -2.4544 -2.2414  0.20
18 H -1.0716 0.0076 0.7985  0.33
19 H 0.5345 1.0473 2.4980  0.29
20 H 2.2245 1.6178 1.9738  0.23
21 H 1.0968 3.5480 1.2323  0.24
22 H 1.4097 1.8816 -1.1584  0.22
23 H -0.3765 2.2921 -1.1642  0.23
24 H 0.8624 3.6410 -1.1957  0.24
25 H 3.4476 -0.3292 0.3096  0.26
26 H 2.2561 -2.3579 -1.1186  0.45
27 O -0.6212 -1.6996 3.1387  -1.26
28 H 0.0910 -1.2557 2.6811  0.35


[8]
A single C3H3F3S molecule, computed with the ωB97M-V functional and the def2-TZVPD basis.

F_max (eV/A): 2.8
ΔE to the lowest compared entry with this formula, charge and spin (kcal per mole): 31.9
HOMO energy (hartree): -0.343
HOMO-LUMO gap (eV): 9.12
SMILES: CC(SF)=C(F)F
Calculated total energy (eV): -22145.4020

Each line ends with the natural charge from an NBO analysis.
Positions of all 10 atoms, in Å:
1 C 1.0895 -1.2687 -0.3450  -0.39
2 C 0.1726 -0.1526 -0.0778  -0.65
3 C 0.7371 -2.4719 0.0592  0.78
4 F -0.5816 -2.6152 0.3528  -0.31
5 F 1.4348 -3.5888 0.0443  -0.27
6 F 2.3734 -1.6230 -2.5900  -0.49
7 S 2.6382 -0.8522 -1.1118  0.62
8 H 0.4344 0.9014 -0.2217  0.24
9 H -0.6435 -0.2740 -0.7857  0.23
10 H -0.3088 -0.2887 0.8809  0.23